{"formula": "C5H20N2O5", "method": "the ωB97M-V functional and the def2-TZVPD basis", "symbols": ["O", "C", "C", "C", "C", "C", "N", "N", "H", "H", "H", "H", "H", "H", "H", "H", "H", "H", "H", "H", "H", "H", "O", "H", "H", "O", "H", "H", "O", "H", "H", "O"], "positions_angstrom": [[-2.9190, -0.1216, -0.6217], [-2.2537, -0.9287, -1.2745], [-0.6780, -0.9072, -1.0832], [-0.1125, 0.2404, -2.0487], [0.4167, 1.4930, -1.2355], [2.5826, 0.4270, -0.5219], [1.8845, 1.6099, -0.9044], [-0.2733, -2.3083, -1.3483], [-2.2650, -1.5678, -2.0831], [-0.4423, -0.5901, 0.0529], [0.7920, -0.2164, -2.6073], [-0.8500, 0.4661, -2.9051], [-0.2108, 1.4421, -0.1999], [0.1641, 2.3984, -1.7794], [3.6981, 0.6097, -0.4152], [2.4307, -0.3247, -1.2394], [2.1846, -0.1312, 0.3508], [2.3558, 2.0094, -1.6313], [-0.8328, -2.9998, -0.9875], [0.6484, -2.5556, -0.9903], [0.5754, 0.4689, 3.9566], [0.3972, 0.6614, 2.3872], [0.2352, -0.0100, 3.1676], [-0.3711, 2.7269, 0.6138], [-1.4145, 2.4450, 1.7028], [-0.4417, 2.1884, 1.4787], [-2.8528, 0.1069, 2.6549], [-3.5414, -0.2952, 1.3422], [-3.2097, 0.3665, 1.8887], [0.7436, -2.4070, 1.2905], [1.9233, -2.0295, 1.9246], [1.6365, -2.2668, 1.0653]], "forces_ev_per_a": [[-0.1, -2.6, -2.5], [3.6, 4.6, 3.9], [-0.6, 0.2, 2.4], [1.5, -1.5, -0.9], [-1.0, -1.1, 1.9], [0.9, -0.7, 1.2], [-3.1, -0.5, 2.0], [2.5, 2.3, -1.4], [-2.5, -1.8, -2.3], [-0.5, -0.5, -2.4], [-1.4, 0.6, 0.8], [0.9, 0.0, 1.5], [1.7, -0.1, -3.1], [-0.1, 0.2, 0.0], [-1.4, -0.1, 0.0], [0.3, -1.3, -1.5], [0.2, 1.1, 0.1], [1.2, 1.4, -2.4], [-2.2, -1.5, 1.1], [0.0, 0.6, -0.3], [-0.3, -0.5, -0.9], [-0.7, -1.7, 2.2], [0.9, 2.0, -1.3], [0.4, -1.1, 2.2], [2.3, -1.2, -0.1], [-2.8, 2.8, -1.0], [1.9, -2.1, 4.2], [-0.5, -1.8, -1.0], [-1.3, 4.2, -2.7], [-2.1, -0.4, -0.1], [1.2, 0.6, 1.4], [0.9, -0.3, -1.0]], "molar_mass_g_mol": 188.22, "smiles": "CNCC[C@H](N)C=O.O.O.O.O", "lumo_ev": 0.55, "total_charge": 0, "gap_ev": 9.13}

---

{"formula": "C10H8N2", "method": "the ωB97M-V functional and the def2-TZVPD basis", "symbols": ["C", "C", "C", "C", "C", "C", "N", "C", "C", "N", "C", "C", "H", "H", "H", "H", "H", "H", "H", "H"], "positions_angstrom": [[-1.9429, -3.6349, 0.2655], [-0.4888, -3.2430, 0.3955], [-0.1400, -1.6508, 0.0613], [-0.1523, -1.2605, -1.5651], [0.1565, 0.3102, -1.9238], [0.4568, 1.4775, -0.7767], [0.6821, 2.8752, -1.2796], [0.9908, 3.8352, -0.1659], [1.0600, 3.3865, 1.3968], [0.7940, 2.0124, 1.9459], [0.4961, 1.0863, 0.8011], [0.1753, -0.5024, 1.1938], [-2.7236, -3.3027, 1.0777], [-2.2418, -4.2579, -0.7007], [0.3735, -3.9990, 0.6677], [-0.3645, -2.0624, -2.3919], [0.1461, 0.6013, -3.0767], [1.1948, 4.9655, -0.4427], [1.3506, 4.2305, 2.1871], [0.1774, -0.8670, 2.3306]], "forces_ev_per_a": [[2.8, 0.3, -0.2], [-2.3, 1.1, -0.4], [0.6, 3.1, 1.4], [1.0, 4.6, 2.9], [-0.5, -2.7, 2.3], [-0.1, -0.3, 0.1], [0.6, -0.6, 6.4], [-0.7, -3.7, 0.3], [-0.6, -2.0, -1.1], [0.1, 2.9, -6.8], [-0.4, -1.4, -0.3], [-0.2, -0.8, -3.5], [1.3, 0.6, -2.7], [0.6, 0.0, 3.1], [-1.6, 1.5, -2.0], [0.5, 1.8, 1.9], [0.1, -0.4, 2.9], [-0.5, -2.7, 0.5], [-0.8, -2.2, -1.9], [0.0, 1.1, -2.8]], "molar_mass_g_mol": 156.19, "smiles": "C=Cc1ccc2nccnc2c1", "lumo_ev": -1.33, "total_charge": 0, "gap_ev": 6.79}

---

{"formula": "C5H14BCuN2", "method": "the ωB97M-V functional and the def2-TZVPD basis", "symbols": ["C", "C", "N", "B", "N", "C", "C", "C", "H", "H", "H", "H", "H", "H", "H", "H", "H", "H", "H", "H", "H", "H", "Cu"], "positions_angstrom": [[1.9333, -1.8253, 0.5412], [1.2966, -1.1977, -0.7134], [1.7879, 0.1165, -0.9425], [1.1605, 1.1823, -0.0815], [-0.2822, 1.6428, -0.6387], [-1.2949, 1.1144, -0.1525], [-2.2813, 0.4601, -1.0925], [-1.6259, 1.1242, 1.3042], [2.0988, -2.8776, 0.3653], [1.2680, -1.7837, 1.4150], [2.8404, -1.3025, 0.7969], [0.1573, -1.2358, -0.5860], [1.4941, -1.8263, -1.5693], [1.8286, 0.3503, -1.9253], [1.0717, 0.7319, 1.0570], [1.8460, 2.1812, -0.0555], [-2.2593, 0.9829, -2.0363], [-3.2738, 0.5539, -0.6764], [-2.0392, -0.5811, -1.2458], [-2.1668, 0.1853, 1.5175], [-0.7631, 1.1869, 1.9525], [-2.3270, 1.9292, 1.4901], [-0.4698, -1.1119, 1.2760]], "forces_ev_per_a": [[-0.6, -0.2, -0.6], [0.4, 0.1, 0.3], [-1.1, 0.4, 0.0], [3.0, 0.6, -0.3], [0.4, -0.3, 0.5], [-1.1, -0.2, -0.7], [-0.3, 0.7, 0.0], [0.0, -0.8, 0.1], [0.2, -0.3, 0.1], [0.1, 0.0, 0.7], [0.3, 0.1, 0.2], [-0.2, 0.0, -0.2], [-0.1, -0.3, -0.2], [0.1, 0.0, 0.0], [-0.8, -0.2, 0.1], [-0.4, 0.0, 0.0], [0.0, 0.0, -0.4], [-0.3, -0.1, 0.1], [0.1, -0.3, 0.0], [-0.4, 0.0, 0.1], [0.2, 0.6, 0.1], [-0.2, 0.1, 0.3], [0.6, 0.4, -0.3]], "molar_mass_g_mol": 176.54, "lumo_ev": [-5.48, -6.10], "total_charge": 1, "multiplicity": 2, "gap_ev": [7.15, 6.46]}

---

{"formula": "C33H29NO7P2RuS4", "method": "the ωB97M-V functional and the def2-TZVPD basis", "symbols": ["Ru", "S", "P", "C", "P", "S", "C", "C", "C", "C", "C", "C", "C", "C", "C", "C", "C", "C", "C", "C", "C", "C", "C", "C", "C", "C", "C", "C", "C", "C", "H", "H", "H", "H", "H", "H", "H", "H", "H", "H", "H", "H", "H", "H", "H", "H", "H", "H", "H", "H", "O", "S", "O", "O", "C", "C", "C", "C", "C", "C", "S", "O", "O", "O", "H", "H", "H", "H", "C", "C", "N", "O", "H", "H", "H", "H", "H"], "positions_angstrom": [[-0.1017, -1.1530, -1.5686], [1.5877, 1.1668, -2.3384], [0.9621, 1.6147, -0.5197], [0.1532, 0.1973, 0.0615], [-0.1436, -0.6100, 1.5657], [-0.1826, -2.5434, 1.1359], [-1.7725, -0.0399, 2.1628], [-2.1025, 0.0451, 3.5097], [-3.3798, 0.4303, 3.8759], [-4.3213, 0.7292, 2.9033], [-3.9982, 0.6166, 1.5592], [-2.7239, 0.2353, 1.1860], [1.0311, -0.2876, 2.9335], [1.7225, -1.3615, 3.4826], [2.6833, -1.1489, 4.4522], [2.9702, 0.1410, 4.8689], [2.2838, 1.2137, 4.3220], [1.3217, 1.0050, 3.3550], [2.3634, 2.1617, 0.5055], [2.6030, 3.4840, 0.8524], [3.7484, 3.8020, 1.5584], [4.6447, 2.8116, 1.9243], [4.3961, 1.4897, 1.5865], [3.2627, 1.1653, 0.8698], [-0.1985, 3.0234, -0.5350], [-0.5795, 3.5635, -1.7548], [-1.4690, 4.6213, -1.7880], [-1.9816, 5.1340, -0.6074], [-1.6373, 4.5634, 0.6090], [-0.7536, 3.5028, 0.6459], [-1.3593, -0.1940, 4.2590], [-3.6448, 0.4956, 4.9230], [-5.3154, 1.0384, 3.1957], [-4.7347, 0.8210, 0.7970], [-2.4569, 0.1370, 0.1372], [1.4492, -2.3536, 3.1477], [3.2080, -1.9890, 4.8837], [3.7241, 0.3140, 5.6220], [2.5047, 2.2184, 4.6497], [0.7894, 1.8416, 2.9262], [1.9002, 4.2520, 0.5598], [3.9475, 4.8310, 1.8223], [5.5495, 3.0749, 2.4543], [5.0969, 0.7259, 1.8871], [3.0393, 0.1506, 0.5647], [-0.1578, 3.1422, -2.6568], [-1.7624, 5.0490, -2.7355], [-2.6614, 5.9736, -0.6341], [-2.0620, 4.9444, 1.5276], [-0.4830, 3.0423, 1.5865], [0.8208, -3.5441, -4.7173], [-0.0350, -2.7642, -3.8523], [0.2732, -1.3393, -3.8410], [-0.0868, -3.3347, -2.4947], [-1.6917, -2.9172, -4.5355], [-1.7964, -3.6651, -5.6976], [-3.0221, -3.8257, -6.3189], [-4.1455, -3.2216, -5.7749], [-4.0344, -2.4753, -4.6140], [-2.8064, -2.3159, -3.9895], [-2.8189, -1.3305, -2.4646], [-4.2143, -0.9909, -2.2718], [-2.2791, -2.1718, -1.3956], [-1.9734, -0.1456, -2.6612], [-0.8889, -4.0997, -6.0894], [-3.1042, -4.4234, -7.2155], [-5.1026, -3.3198, -6.2649], [-4.8827, -1.9915, -4.1570], [3.4342, -2.9467, 0.6664], [2.5583, -2.8525, -0.5676], [2.1264, -4.0150, -1.0719], [2.2950, -1.7687, -1.0850], [3.6571, -3.9799, 0.9163], [2.8947, -2.4898, 1.4921], [4.3523, -2.3837, 0.5270], [2.1436, -4.8362, -0.4910], [1.3673, -3.9399, -1.7617]], "forces_ev_per_a": [[0.8, 1.2, 1.5], [-0.1, 0.0, -0.1], [-0.3, -0.4, -0.2], [0.2, 0.0, 0.1], [-0.2, 0.1, -0.5], [-0.1, -0.3, 0.0], [0.4, -0.1, -0.1], [0.2, 0.0, -0.1], [-0.1, 0.1, 0.2], [-0.1, 0.0, 0.0], [-0.1, 0.1, 0.0], [0.1, 0.0, -0.1], [0.0, 0.0, -0.3], [-0.4, 0.1, 0.0], [0.2, 0.0, 0.1], [0.0, 0.0, 0.0], [0.1, 0.2, 0.2], [-0.3, -0.1, 0.0], [-0.3, -0.1, -0.1], [-0.2, -0.2, -0.1], [0.2, 0.2, 0.2], [0.0, 0.1, 0.0], [0.1, 0.0, 0.0], [-0.1, 0.0, -0.1], [0.1, -0.3, 0.0], [0.2, 0.0, 0.1], [-0.1, 0.2, 0.0], [-0.1, 0.0, 0.0], [-0.1, 0.1, 0.2], [0.1, -0.1, -0.1], [0.0, 0.0, 0.1], [0.0, 0.0, 0.0], [-0.1, 0.0, 0.0], [-0.1, 0.0, -0.1], [-0.1, 0.1, 0.1], [0.1, -0.1, 0.0], [0.1, -0.1, 0.0], [0.1, 0.0, 0.1], [0.0, 0.1, 0.0], [0.0, 0.1, 0.0], [0.0, 0.1, 0.0], [0.0, 0.1, 0.0], [0.0, 0.0, 0.1], [0.1, -0.2, 0.0], [0.1, -0.2, 0.0], [0.0, 0.0, -0.1], [0.0, 0.0, -0.1], [-0.1, 0.0, 0.0], [0.0, 0.0, 0.0], [-0.1, 0.0, 0.1], [-0.2, 0.2, 0.0], [0.5, -1.6, -2.0], [0.0, 0.2, 0.4], [-0.2, 0.4, 0.3], [0.8, -0.1, 0.0], [0.1, -0.1, 0.0], [-0.1, 0.0, 0.1], [0.1, 0.0, -0.1], [0.0, 0.1, 0.0], [-0.3, 0.4, 0.5], [-1.9, 0.5, 0.1], [0.3, -0.1, -0.2], [0.3, 0.0, -0.1], [0.3, -0.2, -0.1], [0.0, -0.1, -0.1], [0.0, 0.0, -0.1], [-0.1, 0.0, 0.0], [-0.1, 0.0, 0.0], [-0.2, 0.1, -0.2], [0.4, -0.1, 0.3], [-0.4, -0.3, -0.2], [0.0, 0.0, 0.0], [0.1, -0.1, 0.1], [-0.1, 0.0, 0.0], [0.1, 0.0, -0.1], [0.1, 0.1, 0.0], [0.3, -0.2, 0.3]], "molar_mass_g_mol": 842.88, "lumo_ev": [2.43, 1.92], "total_charge": -1, "multiplicity": 6, "gap_ev": [6.79, 7.01]}

---

{"formula": "C28H56N4O6S6", "method": "the ωB97M-V functional and the def2-TZVPD basis", "symbols": ["C", "S", "O", "C", "H", "H", "H", "H", "H", "H", "C", "S", "O", "C", "H", "H", "H", "H", "H", "H", "C", "S", "O", "C", "H", "H", "H", "H", "H", "H", "C", "S", "O", "C", "H", "H", "H", "H", "H", "H", "C", "S", "O", "C", "H", "H", "H", "H", "H", "H", "C", "S", "O", "C", "H", "H", "H", "H", "H", "H", "N", "C", "C", "C", "C", "H", "H", "H", "H", "H", "N", "C", "C", "C", "C", "H", "H", "H", "H", "H", "N", "C", "C", "C", "C", "H", "H", "H", "H", "H", "N", "C", "C", "C", "C", "H", "H", "H", "H", "H"], "positions_angstrom": [[5.6415, -5.3611, -8.1219], [7.3796, -4.8635, -7.8661], [8.0071, -4.7520, -9.2393], [7.0926, -3.1219, -7.3007], [4.9806, -5.4724, -7.2656], [5.7163, -6.3591, -8.5741], [5.1760, -4.8216, -8.9509], [7.9025, -2.5351, -7.7346], [7.0789, -2.9993, -6.2223], [6.1983, -2.6956, -7.7607], [4.7608, -5.2991, -11.9806], [3.5492, -4.8334, -13.2588], [3.1569, -3.4166, -12.9133], [4.7255, -4.6447, -14.6620], [4.1473, -5.6105, -11.1350], [5.3742, -4.4651, -11.6435], [5.3183, -6.1248, -12.4214], [5.1408, -5.6371, -14.8339], [5.4971, -3.9459, -14.3435], [4.1318, -4.2436, -15.4759], [9.7567, -7.4459, -9.7127], [11.3245, -7.5901, -8.8165], [11.2304, -8.4404, -7.5855], [12.1693, -8.6271, -10.0326], [8.9552, -7.6488, -9.0031], [9.6975, -8.2641, -10.4379], [9.6188, -6.5170, -10.2547], [11.6261, -9.5416, -10.2655], [13.1972, -8.8705, -9.7640], [12.3086, -8.0338, -10.9431], [3.1225, -1.1351, -8.5388], [3.4748, -0.4301, -10.1762], [4.7410, -1.0958, -10.6293], [2.1729, -1.2553, -11.1381], [3.3642, -2.1976, -8.5191], [2.1782, -0.8182, -8.1084], [3.9389, -0.6748, -7.9705], [2.2104, -2.3101, -10.8871], [2.3721, -1.0587, -12.1884], [1.1685, -0.8563, -10.9710], [10.7724, -4.3937, -7.0879], [10.8315, -3.7748, -5.3767], [9.5401, -2.9801, -5.2266], [12.1673, -2.5641, -5.5772], [10.3428, -3.6084, -7.7131], [10.1480, -5.2772, -7.1704], [11.8006, -4.5400, -7.4213], [13.1218, -3.0873, -5.5066], [12.0708, -1.9118, -4.7133], [12.0448, -2.0875, -6.5445], [2.3785, -10.7607, -6.5194], [3.0805, -9.1162, -6.8246], [3.3159, -8.4932, -5.4790], [4.6580, -9.6853, -7.4933], [3.0398, -11.3108, -5.8479], [2.2810, -11.3266, -7.4473], [1.3966, -10.7051, -6.0545], [4.4322, -10.2543, -8.3940], [5.2455, -10.2835, -6.7977], [5.1841, -8.7524, -7.6873], [0.0078, -4.0636, -8.0492], [1.0270, -4.3233, -8.9483], [1.7544, -5.3653, -8.4036], [1.1267, -5.7693, -7.2036], [0.1000, -4.8851, -6.9745], [-0.6658, -3.3337, -8.1842], [1.0510, -3.7379, -9.8505], [2.5390, -5.8734, -8.9430], [1.3976, -6.5725, -6.5377], [-0.5797, -4.7177, -6.1548], [8.9401, -7.7296, -6.0114], [9.1269, -7.2142, -4.7787], [7.8728, -7.1461, -4.1936], [6.9233, -7.6406, -5.0957], [7.6312, -7.9747, -6.2653], [9.6362, -7.9761, -6.7174], [10.0977, -6.9996, -4.3678], [7.7151, -6.6567, -3.2448], [5.8506, -7.6462, -4.9788], [7.3670, -8.2976, -7.2586], [9.6172, 0.2655, -5.0885], [10.0875, -0.0754, -6.3194], [10.8549, 0.9468, -6.8025], [10.9389, 1.9119, -5.7742], [10.1381, 1.4949, -4.7331], [9.0278, -0.3023, -4.5091], [9.7391, -0.9641, -6.8170], [11.2218, 0.9823, -7.8149], [11.4108, 2.8819, -5.8010], [9.9992, 1.8029, -3.7106], [9.6075, -3.6337, -12.3371], [8.4207, -3.3316, -11.7140], [7.6816, -2.5406, -12.5955], [8.4476, -2.3727, -13.7368], [9.5892, -3.1298, -13.5956], [10.3164, -4.1750, -11.8842], [8.1811, -3.6124, -10.7005], [6.7087, -2.1202, -12.3887], [8.2155, -1.7716, -14.6024], [10.4563, -3.2121, -14.2342]], "forces_ev_per_a": [[0.1, -0.9, -1.3], [-0.4, 0.9, 0.4], [-0.6, -0.4, 0.9], [-0.2, 0.0, -0.9], [0.3, 0.4, 0.3], [0.3, -0.1, 0.3], [0.1, 0.7, 0.4], [0.3, -0.3, 0.2], [0.1, -0.4, 0.0], [-0.2, -0.3, 0.0], [-0.7, -0.2, -0.3], [0.8, 1.6, 0.1], [-0.3, -0.9, -0.3], [-0.4, -0.3, 1.2], [0.1, -0.3, 0.0], [0.1, 0.1, -0.5], [0.2, -0.1, 0.4], [0.0, 0.1, -0.4], [0.0, 0.0, 0.0], [0.1, -0.2, -0.2], [-0.3, -1.5, -0.2], [1.3, 0.2, -0.3], [-0.8, 0.1, -0.4], [0.4, 0.4, -0.8], [0.0, 0.5, 0.1], [0.0, 0.0, 0.0], [0.1, 0.3, 0.5], [-0.2, 0.1, 0.2], [-0.2, 0.0, 0.7], [-0.4, 0.0, 0.0], [1.3, 0.5, -0.1], [-0.2, -0.6, -0.5], [-0.4, 0.3, 0.4], [-0.3, 0.4, 0.3], [-0.6, -0.1, -0.2], [-0.2, -0.2, -0.1], [-0.2, 0.1, 0.2], [0.1, 0.0, -0.4], [0.4, -0.3, 0.0], [0.1, 0.1, 0.5], [0.5, 0.7, 0.1], [-1.4, 0.4, -0.2], [1.1, -0.6, 0.0], [-0.2, -0.7, 0.0], [-0.1, 0.1, 0.1], [0.1, -0.2, 0.3], [-0.1, -0.4, 0.0], [0.0, -0.1, -0.1], [-0.1, 0.3, -0.2], [0.1, 0.4, 0.2], [0.2, -0.4, 0.1], [-0.3, -0.2, 0.7], [0.0, -0.3, -0.7], [-0.2, 0.2, 0.3], [0.1, 0.1, 0.0], [0.1, 0.2, -0.1], [0.0, 0.4, 0.0], [0.2, 0.2, -0.1], [-0.2, 0.0, 0.2], [0.1, -0.1, -0.3], [0.7, 0.5, -0.8], [-0.7, -0.2, 1.1], [-0.3, -0.1, -1.2], [0.0, 0.4, 0.7], [-0.4, -0.1, 0.0], [-0.1, 0.0, 0.2], [0.3, -0.3, -0.1], [0.2, 0.0, 0.2], [0.2, 0.1, 0.0], [0.0, -0.4, 0.1], [0.5, -0.4, -1.5], [-0.7, -0.2, 0.4], [0.8, 0.6, 0.5], [0.0, 0.0, -1.6], [-0.5, 0.3, 1.4], [0.3, 0.1, 0.8], [0.1, 0.1, -0.1], [-0.2, -0.3, 0.1], [0.0, -0.1, 0.0], [-0.3, -0.2, 0.1], [0.6, 0.4, 0.0], [-0.8, -0.1, -0.4], [0.0, -0.2, 0.0], [-0.5, 0.8, 0.5], [0.2, -1.1, -0.1], [0.1, -0.2, 0.0], [0.0, -0.1, 0.1], [0.3, 0.1, 0.1], [0.2, -0.1, -0.1], [0.0, 0.5, -0.1], [-1.1, -0.4, 0.7], [-0.6, 1.0, -0.6], [-0.1, -0.6, 1.7], [0.6, -0.3, -1.4], [0.9, 0.8, -0.5], [0.2, -0.1, -0.2], [0.2, -0.1, -0.3], [0.0, 0.1, 0.1], [-0.1, -0.1, 0.0], [-0.1, 0.0, 0.0]], "molar_mass_g_mol": 737.18, "lumo_ev": 0.11, "total_charge": 0, "gap_ev": 7.73}

---

Number 3 is which compound?
C5H14BCuN2